No. 1
55
Properties=species:S:1:pos:R:3:forces:R:3 method="wB97M-V/def2-TZVPD" orbital_gap_ev="6.7620 / 6.1262" molar_mass_g_mol=866.3 spin_multiplicity=6 charge=-1 e_homo_ev="-6.163 / -6.160"
C -3.455 1.427 2.581 0.652 -0.340 -0.700
C -0.661 3.239 -2.978 0.872 -0.577 1.653
S 4.384 0.541 1.482 4.861 3.872 -3.229
F 5.379 0.675 0.236 0.983 0.035 -0.114
F 3.040 -2.528 2.462 -1.031 0.225 0.879
O 0.418 1.776 1.156 1.253 1.638 -0.466
O 1.491 -0.800 1.895 2.704 0.443 0.956
O -1.227 0.027 2.118 2.735 -0.005 3.558
C 1.237 4.498 1.928 -0.474 -1.587 0.631
N -0.217 -3.291 0.635 1.585 1.165 1.093
O 5.207 1.048 2.579 -1.706 -0.698 -1.252
O 1.827 2.048 3.274 -2.134 1.657 -2.685
F -3.146 2.626 2.056 -0.140 -1.191 0.677
H -2.058 -1.480 -4.168 -0.028 -0.172 0.157
O -1.736 1.220 -3.214 1.203 0.133 0.522
N -0.909 1.800 -2.521 -2.721 -0.432 -0.360
O -3.222 -1.260 1.937 -1.613 0.640 0.420
S -2.596 -0.009 1.700 1.038 -1.350 -0.925
O -0.549 1.387 -1.416 0.485 1.542 -1.875
O 2.897 0.198 -2.084 -1.695 -0.624 -0.524
C -2.951 -1.533 -3.544 -0.110 -0.402 -1.317
N -2.538 -1.746 -2.172 -1.215 -0.758 3.486
F 0.361 -1.102 -3.659 0.425 -0.667 0.959
O -0.570 2.647 3.130 1.758 0.949 -1.090
F 0.479 4.892 0.840 1.094 -0.039 1.704
H -3.468 -0.584 -3.683 -0.057 -0.120 0.532
F 0.662 -2.919 -2.385 -1.567 -0.627 0.487
O -1.535 -1.233 -1.754 0.476 0.138 -0.802
H -1.238 3.498 -3.866 0.288 -0.589 0.152
O 3.184 -1.966 -1.065 -3.159 1.146 -1.211
C -1.182 -4.344 1.026 -0.414 -0.891 -1.040
C 1.231 -1.890 -2.938 1.398 1.394 -0.341
S 2.886 -0.900 2.413 -2.378 -6.240 -1.545
F 1.076 5.302 3.022 -0.814 -0.886 -1.591
H -1.063 -4.626 2.072 0.191 0.366 -0.131
O -2.282 0.292 0.285 -2.505 1.191 -2.457
O 3.128 -0.484 3.745 0.067 0.493 0.076
O 3.310 1.325 0.912 -0.464 -0.069 1.519
H -1.018 3.776 -2.099 0.098 0.312 -0.143
H 0.422 3.350 -3.030 -0.130 0.158 -0.250
H -3.589 -2.381 -3.795 0.053 0.257 -0.125
H -2.203 -4.052 0.783 0.240 0.473 0.285
F 2.522 4.539 1.673 -0.189 -0.020 -0.782
F -4.748 1.221 2.439 -0.765 0.192 0.058
O 0.955 -3.620 0.437 -2.367 0.723 -0.012
F -3.122 1.303 3.857 -0.078 0.558 -0.414
N 4.220 -1.011 1.297 -3.077 2.066 3.218
H -0.945 -5.189 0.380 0.158 -0.111 0.271
S 0.725 2.562 2.425 -0.568 -1.044 3.957
O 1.106 -0.611 -0.633 -0.139 -0.267 -0.912
Fe -0.269 0.246 0.341 1.167 -1.087 1.203
F 2.070 -2.392 -3.834 0.588 0.229 -0.409
O -0.654 -2.126 0.698 0.318 -1.587 -0.354
S 2.211 -0.972 -1.567 4.081 -0.383 0.574
O -3.279 -2.415 -1.407 0.769 0.766 -1.972

No. 2
21
Properties=species:S:1:pos:R:3:forces:R:3 method="wB97M-V/def2-TZVPD" orbital_gap_ev=8.0386 molar_mass_g_mol=211.3 charge=+1 e_homo_ev=-11.782 smiles="N[C@@]1(F)C(S)=CC(F)=C(S)[C@@H]1[NH3+]" e_above_lowest_kcal_mol=13.2
H 2.243 1.607 0.858 -0.437 -0.649 0.192
H -2.021 0.884 -1.263 1.481 0.517 2.556
C -0.793 0.174 0.341 -1.230 -3.304 -0.744
H 0.708 0.625 -1.209 -0.220 0.351 1.301
S 3.425 -0.512 -0.087 -0.409 1.699 0.301
H 1.054 2.545 0.279 -0.277 -0.811 -0.199
N -1.689 1.143 -0.237 -3.349 -0.752 -0.995
N 1.224 1.604 0.689 -0.338 1.542 -1.127
C 0.677 0.410 -0.092 0.334 0.805 -2.093
C -1.281 -1.466 0.142 0.807 2.559 0.375
S -3.045 -1.650 0.044 1.133 1.572 0.094
H -2.685 1.085 0.260 2.903 0.211 -0.875
C -0.313 -2.393 0.205 0.354 -0.581 -1.532
H 0.661 1.592 1.521 0.130 0.041 1.311
H -2.859 -2.913 -0.049 -0.274 -1.938 -0.130
C 1.610 -0.689 0.107 1.153 -6.046 0.109
H 4.079 -1.635 -0.475 -1.206 -0.250 -0.002
C 1.109 -1.989 0.153 -0.884 1.913 -0.077
H -0.399 -3.501 -0.065 -0.427 1.663 0.892
F 1.842 -3.090 -0.011 0.811 0.758 0.299
F -0.818 0.294 1.711 -0.056 0.701 0.343

Calculated calculated total energy (hartree), listed in the same order as above: -6235.460301, -1339.309472